Entry 1:
A molecular structure, C32H35F3N2PdSSb, computed with the ωB97M-V functional and the def2-TZVPD basis.

Last column: Löwdin charge in e.
Element x y z (Å)
Pd  -0.0920  0.1078  0.0296  0.39
C  2.0511  0.9823  -0.3788  -0.27
C  1.6800  0.4236  -1.5847  -0.26
C  1.3313  -0.9490  -1.2982  -0.29
C  1.7406  -1.2819  0.0559  -0.28
C  2.0722  -0.0797  0.6598  -0.29
C  2.5796  0.1442  2.0470  -0.02
C  1.7604  -2.6550  0.6527  -0.02
C  1.0509  -1.9400  -2.3873  -0.03
C  1.6032  1.0672  -2.9330  -0.02
C  2.4870  2.3810  -0.1063  -0.03
H  3.6665  0.2569  2.0420  0.10
H  2.3328  -0.6910  2.7003  0.08
H  2.1532  1.0494  2.4795  0.07
H  2.7043  -3.1584  0.4306  0.10
H  0.9530  -3.2752  0.2623  0.07
H  1.6518  -2.6197  1.7358  0.08
H  0.0890  -1.7847  -2.8741  0.08
H  1.0990  -2.9625  -2.0188  0.07
H  1.8191  -1.8344  -3.1568  0.10
H  2.4977  0.8443  -3.5201  0.09
H  1.5225  2.1501  -2.8543  0.08
H  0.7414  0.7096  -3.4963  0.08
H  3.5718  2.4114  0.0214  0.10
H  2.0409  2.7605  0.8135  0.05
H  2.2221  3.0523  -0.9206  0.08
F  -3.7961  -6.1229  -3.8541  0.08
C  -3.4683  -5.0181  -3.1731  -0.27
C  -4.3970  -4.0003  -3.0646  0.01
C  -4.0466  -2.8581  -2.3617  -0.12
C  -2.7833  -2.7373  -1.7819  -0.37
C  -1.8790  -3.7867  -1.9033  -0.12
C  -2.2143  -4.9370  -2.6003  0.01
Sb  -2.3764  -1.0573  -0.5490  1.56
C  -3.1308  -1.8655  1.2705  -0.38
C  -2.2905  -1.8105  2.3880  -0.17
C  -2.6685  -2.3706  3.5999  0.00
C  -3.9017  -2.9912  3.6631  -0.27
F  -4.2873  -3.5404  4.8222  0.08
C  -4.7583  -3.0659  2.5790  0.01
C  -4.3636  -2.5036  1.3748  -0.09
C  -3.9779  0.2092  -1.1133  -0.38
C  -4.2330  0.5432  -2.4408  -0.12
C  -5.2364  1.4449  -2.7618  0.01
C  -5.9723  2.0062  -1.7362  -0.27
F  -6.9447  2.8771  -2.0392  0.08
C  -5.7479  1.6969  -0.4085  0.00
C  -4.7415  0.7926  -0.1052  -0.12
H  -5.3708  -4.1089  -3.5216  0.13
H  -4.7737  -2.0601  -2.2739  0.09
H  -0.9051  -3.7268  -1.4369  0.08
H  -1.5233  -5.7624  -2.7007  0.13
H  -1.3545  -1.2634  2.2812  0.07
H  -2.0352  -2.3397  4.4759  0.13
H  -5.7108  -3.5661  2.6891  0.13
H  -5.0235  -2.5726  0.5183  0.11
H  -3.6506  0.1006  -3.2407  0.11
H  -5.4527  1.7140  -3.7863  0.13
H  -6.3659  2.1496  0.3552  0.12
H  -4.5665  0.5174  0.9276  0.07
C  -2.2422  4.7524  1.7871  -0.04
N  -2.7110  3.4702  2.2631  -0.15
C  -3.8236  3.3752  3.2054  -0.09
C  -3.9830  1.8580  3.4056  -0.11
N  -2.7963  1.3424  2.7332  0.05
C  -2.1195  2.2897  2.0758  -0.74
S  -0.6747  2.1013  1.2028  0.73
H  -3.0970  5.3464  1.4657  0.10
H  -1.5727  4.5997  0.9452  0.06
H  -1.7106  5.2914  2.5738  0.10
H  -4.7134  3.8391  2.7797  0.13
H  -3.5764  3.8944  4.1339  0.13
H  -4.8963  1.4743  2.9462  0.11
H  -3.9839  1.5765  4.4568  0.12
H  -2.5568  0.3663  2.6820  0.08

Results
- F_max: 0.0139 hartree/bohr
- Kohn-Sham gap: 6.8606 eV
- E: -65732.537 eV
- Total charge: +1
- LUMO: -0.115 hartree

***

Entry 2:
2 unconnected molecules or ions with the total composition C6H12S, computed with the ωB97M-V functional and the def2-TZVPD basis.

Last column: natural (NBO) charge in e.
Element x y z (Å)
C  -0.2080  -1.7425  -1.6353  -0.64
C  -0.6282  -0.4058  -0.9827  -0.18
C  -0.2068  0.0900  0.1462  -0.01
C  0.8352  -0.5641  0.9872  -0.66
C  -0.7959  1.3797  0.6548  -0.61
H  0.1009  -2.4913  -0.9306  0.21
H  -0.9289  -2.1704  -2.2281  0.21
H  0.5999  -1.6348  -2.3288  0.21
H  -1.4841  0.1685  -1.6125  0.19
H  0.7809  -0.4833  2.1029  0.22
H  1.8188  0.0014  0.7858  0.22
H  1.0211  -1.5907  0.6499  0.22
H  -1.5798  1.6546  0.1457  0.20
H  -1.1505  1.3107  1.6619  0.21
H  0.0035  2.1552  0.6728  0.20
C  3.9770  0.6985  -0.5092  -0.47
S  4.1701  0.0332  0.9676  0.09
H  4.1061  1.8121  -0.7386  0.20
H  3.6300  0.0567  -1.3499  0.20

Results
- F_max: 0.1079 hartree/bohr
- Kohn-Sham gap: 8.2267 eV
- E: -17249.196 eV
- Total charge: 0
- LUMO: -0.022 hartree

***

Entry 3:
A molecular structure, C10H9NS2, computed with the ωB97M-V functional and the def2-TZVPD basis.

Last column: natural (NBO) charge in e.
Element x y z (Å)
C  0.1201  1.0397  -2.3812  -0.23
C  -1.0573  1.1564  -1.8317  -0.17
C  1.2996  0.8771  -1.5862  -0.23
C  -1.2832  1.1051  -0.3270  -0.37
C  1.2433  0.9029  -0.2108  -0.19
C  0.0248  1.2163  0.4883  -0.09
C  -0.2383  -2.3589  0.2391  -0.28
C  0.8101  -2.7906  0.9682  -0.44
C  -0.9308  -1.3559  0.9412  -0.05
C  -0.0017  1.4115  1.8040  -0.31
N  -0.5334  -1.1563  2.1948  -0.59
S  -2.1687  -0.4604  0.2111  0.25
S  0.7030  -2.1780  2.5363  0.67
H  0.0806  1.1247  -3.4480  0.22
H  -1.8046  1.0864  -2.5605  0.21
H  2.3784  0.7973  -1.8763  0.22
H  -1.9234  1.9557  0.0013  0.25
H  2.1912  0.8116  0.2472  0.21
H  -0.5607  -2.6558  -0.8728  0.25
H  1.5769  -3.5309  0.7080  0.25
H  0.9424  1.4693  2.1853  0.18
H  -0.8683  1.5329  2.5696  0.23

Results
- F_max: 0.0673 hartree/bohr
- Kohn-Sham gap: 8.0934 eV
- E: -33673.441 eV
- Total charge: 0
- LUMO: 0.008 hartree

***

Entry 4:
A molecular structure, C11H13FIO2, computed with the ωB97M-V functional and the def2-TZVPD basis.

Last column: natural (NBO) charge in e.
Element x y z (Å)
C  1.9309  1.4866  -2.9689  -0.63
C  1.6390  0.3030  -1.8575  -0.40
C  1.1812  0.9225  -0.3730  -0.45
C  -0.3599  0.4379  -0.0618  -0.15
C  -0.6620  -0.3751  1.1473  -0.07
C  0.4043  -0.8714  2.2889  -0.52
C  1.5210  -1.9560  1.7756  0.03
F  2.8668  -1.2943  1.9435  -0.42
C  -2.2611  -0.7838  1.3871  0.12
O  -2.7070  -1.5331  2.3990  -0.64
C  -3.4366  -0.2025  0.3506  -0.25
C  -3.1501  0.6353  -0.8483  -0.38
C  -1.5321  0.9355  -1.1461  0.46
O  -1.2743  1.6176  -2.2677  -0.73
H  3.0104  1.9228  -2.8480  0.18
H  1.8304  0.9901  -4.0238  0.20
H  1.1769  2.3824  -2.9316  0.24
H  2.5780  -0.3947  -1.7822  0.19
H  0.7311  -0.3332  -2.3001  0.22
H  1.2681  2.0972  -0.3958  0.21
H  1.9795  0.5402  0.3935  0.22
H  0.9001  0.0788  2.8129  0.24
H  -0.2042  -1.4118  3.1624  0.20
H  1.3429  -2.3740  0.6972  0.20
H  1.5338  -2.8542  2.5616  0.16
H  -4.5626  -0.4480  0.5767  0.20
H  -3.9912  1.0707  -1.5590  0.22
I  -1.7533  -0.5882  3.8676  0.36

Results
- F_max: 0.1546 hartree/bohr
- Kohn-Sham gap: 4.5247 eV
- E: -26521.269 eV
- Total charge: -1
- LUMO: 0.074 hartree

***

Entry 5:
A gas-phase ion, C14H20Cl4N2 (charge +2), computed with the ωB97M-V functional and the def2-TZVPD basis.

Last column: natural (NBO) charge in e.
Element x y z (Å)
C  1.4256  -0.3954  -2.1703  -0.42
N  0.0992  -1.0164  -2.4942  -0.22
C  -0.6880  -0.1019  -3.3938  -0.43
C  0.2358  -2.2687  -3.3177  -0.43
C  -0.5695  -1.3300  -1.1872  -0.24
C  -0.8495  -0.0485  -0.3072  -0.23
N  -1.0866  -0.3074  1.1373  -0.21
C  -2.2584  -1.2266  1.2383  -0.43
C  0.1437  -0.7512  1.8610  -0.23
C  0.8098  0.5098  2.2334  -0.09
C  2.1069  0.7728  2.6260  -0.04
Cl  3.1762  -0.5478  2.8994  0.09
C  2.5007  2.1155  2.8660  -0.05
Cl  4.1364  2.4351  3.3589  0.12
C  1.5946  3.1663  2.6598  -0.05
Cl  2.0944  4.8249  2.9881  0.11
C  0.2981  2.8698  2.3219  -0.03
Cl  -0.8747  4.1458  2.1860  0.08
C  -0.0814  1.5459  2.1196  -0.07
C  -1.4425  1.0005  1.7477  -0.24
H  1.2925  0.5120  -1.5611  0.23
H  2.0814  -1.0647  -1.5964  0.25
H  1.9187  -0.1090  -3.0843  0.26
H  -1.6730  -0.5162  -3.6515  0.25
H  -0.1622  0.0449  -4.3610  0.27
H  -0.8673  0.8642  -2.9258  0.23
H  0.5357  -3.1146  -2.6830  0.24
H  0.9476  -2.1610  -4.1278  0.26
H  -0.7218  -2.5788  -3.7919  0.26
H  0.1043  -1.9836  -0.6137  0.24
H  -1.4981  -1.9175  -1.2970  0.26
H  -0.0401  0.6757  -0.4501  0.25
H  -1.7423  0.4537  -0.6914  0.25
H  -1.9381  -2.2558  1.1064  0.24
H  -2.7367  -1.1669  2.2309  0.27
H  -3.0256  -0.9900  0.4518  0.24
H  -0.0639  -1.3351  2.7658  0.27
H  0.8301  -1.3277  1.2095  0.24
H  -2.0792  0.8802  2.6326  0.26
H  -1.9329  1.6976  1.0650  0.26

Results
- F_max: 0.0448 hartree/bohr
- Kohn-Sham gap: 9.1591 eV
- E: -67895.906 eV
- Total charge: +2
- LUMO: -0.208 hartree

***

Entry 6:
2 unconnected molecules or ions with the total composition C8H10N4O3, computed with the ωB97M-V functional and the def2-TZVPD basis.

Last column: natural (NBO) charge in e.
Element x y z (Å)
O  -1.0833  0.4584  -1.9923  -0.37
N  0.0639  0.1167  -2.0485  0.55
O  0.9261  0.7934  -2.8887  -0.54
N  0.7034  -0.7359  -1.3884  -0.08
O  -0.1532  -1.4818  -0.4850  -0.39
C  0.0732  -0.9926  0.8315  -0.08
C  -0.6392  0.3875  1.1658  -0.05
C  -1.8485  0.3734  1.7289  -0.21
C  -2.3393  1.5313  2.4410  -0.21
C  -1.5562  2.6982  2.3866  -0.22
C  -0.4530  2.7377  1.4885  -0.20
C  0.0285  1.5923  0.8839  -0.22
H  1.6089  0.1580  -3.2395  0.52
H  1.1198  -0.9334  1.0094  0.19
H  -0.5007  -1.7659  1.4712  0.20
H  -2.3144  -0.6320  1.8488  0.21
H  -3.2026  1.3192  3.1572  0.22
H  -1.6294  3.6223  3.0305  0.22
H  -0.0160  3.6728  1.3363  0.21
H  0.8067  1.7311  0.1105  0.22
N  2.0752  -1.6651  -3.5360  -0.47
C  1.9820  -2.3151  -2.6055  0.50
N  1.9591  -3.2039  -1.6192  -0.83
H  2.8727  -3.4289  -1.2068  0.41
H  1.5164  -4.0375  -1.8802  0.40

Results
- F_max: 0.0801 hartree/bohr
- Kohn-Sham gap: 9.4987 eV
- E: -20553.909 eV
- Total charge: 0
- LUMO: 0.015 hartree

***

Entry 7:
A single C6H6N2 molecule, computed with the ωB97M-V functional and the def2-TZVPD basis.

Last column: natural (NBO) charge in e.
Element x y z (Å)
C  -2.1057  0.1950  0.3505  -0.24
C  -1.2041  1.1501  -0.0452  0.01
N  0.1311  0.6365  -0.3712  -0.37
C  1.4046  1.1023  0.2169  -0.16
C  2.1679  -0.1267  0.1739  -0.05
N  1.2297  -1.1273  -0.0402  -0.52
C  0.0358  -0.6765  -0.3911  0.38
C  -1.4686  -1.1421  0.0330  -0.48
H  -3.1525  0.1336  0.4760  0.23
H  -1.4635  2.1981  -0.3214  0.22
H  1.6360  2.0754  -0.1001  0.21
H  3.2351  -0.6422  0.6081  0.25
H  -1.6753  -1.7403  -0.8533  0.26
H  -1.0847  -1.6016  1.0422  0.26

Results
- F_max: 0.1066 hartree/bohr
- Kohn-Sham gap: 9.7189 eV
- E: -9295.347 eV
- Total charge: 0
- LUMO: 0.035 hartree

***

Entry 8:
2 unconnected molecules or ions with the total composition C3H11N2O, computed with the ωB97M-V functional and the def2-TZVPD basis.

Last column: natural (NBO) charge in e.
Element x y z (Å)
C  -0.1717  -1.0062  1.4360  -0.68
C  -0.3825  -0.4705  0.0652  -0.02
C  0.1357  -1.0149  -1.0734  0.06
N  0.9597  -2.0857  -1.1023  -0.77
N  -1.0818  0.8101  -0.0872  -0.69
H  -1.0133  -1.6526  1.7117  0.24
H  -0.0528  -0.2059  2.1537  0.23
H  0.7496  -1.5760  1.5746  0.25
H  -0.1399  -0.4813  -1.9691  0.20
H  0.8058  -2.7588  -0.3663  0.40
H  1.0040  -2.5414  -2.0002  0.40
H  -1.7554  0.8902  0.6809  0.43
H  -1.6533  0.8831  -0.9340  0.43
H  -0.5668  1.7179  -0.0965  0.47
H  1.4738  2.9792  0.6496  0.51
H  0.9078  3.6112  -0.6373  0.50
O  0.7810  2.9016  -0.0054  -0.97

Results
- F_max: 0.0556 hartree/bohr
- Kohn-Sham gap: 9.3414 eV
- E: -8310.508 eV
- Total charge: +1
- LUMO: -0.115 hartree

***

Repeat the third record exactly.
A molecular structure, C10H9NS2, computed with the ωB97M-V functional and the def2-TZVPD basis.

Last column: natural (NBO) charge in e.
Element x y z (Å)
C  0.1201  1.0397  -2.3812  -0.23
C  -1.0573  1.1564  -1.8317  -0.17
C  1.2996  0.8771  -1.5862  -0.23
C  -1.2832  1.1051  -0.3270  -0.37
C  1.2433  0.9029  -0.2108  -0.19
C  0.0248  1.2163  0.4883  -0.09
C  -0.2383  -2.3589  0.2391  -0.28
C  0.8101  -2.7906  0.9682  -0.44
C  -0.9308  -1.3559  0.9412  -0.05
C  -0.0017  1.4115  1.8040  -0.31
N  -0.5334  -1.1563  2.1948  -0.59
S  -2.1687  -0.4604  0.2111  0.25
S  0.7030  -2.1780  2.5363  0.67
H  0.0806  1.1247  -3.4480  0.22
H  -1.8046  1.0864  -2.5605  0.21
H  2.3784  0.7973  -1.8763  0.22
H  -1.9234  1.9557  0.0013  0.25
H  2.1912  0.8116  0.2472  0.21
H  -0.5607  -2.6558  -0.8728  0.25
H  1.5769  -3.5309  0.7080  0.25
H  0.9424  1.4693  2.1853  0.18
H  -0.8683  1.5329  2.5696  0.23

Results
- F_max: 0.0673 hartree/bohr
- Kohn-Sham gap: 8.0934 eV
- E: -33673.441 eV
- Total charge: 0
- LUMO: 0.008 hartree

***

Among the records above, which one has the lowest F_max? C32H35F3N2PdSSb

***

Kohn-Sham gap of number 7 (C6H6N2)? 9.7189 eV